1.
{"formula": "C19H32N2O4", "method": "ωB97M-V with the def2-TZVPD basis set", "orbital_gap_ev": 8.8, "spin_multiplicity": 1, "largest_force_ev_per_a": 0.6, "total_energy_ev": -31391.1054, "e_above_lowest_kcal_mol": 43.36, "e_homo_ev": -8.0481, "smiles": "CCO[C@H]1OC(C(=O)N2CCN(C)CC2)=C[C@@H](C2CC2)[C@@H]1CCCO", "elements": ["C", "C", "O", "C", "O", "C", "C", "O", "N", "C", "C", "N", "C", "C", "C", "C", "C", "C", "C", "C", "C", "C", "C", "C", "O", "H", "H", "H", "H", "H", "H", "H", "H", "H", "H", "H", "H", "H", "H", "H", "H", "H", "H", "H", "H", "H", "H", "H", "H", "H", "H", "H", "H", "H", "H", "H", "H"], "coordinates": [[-1.66272, -3.92116, 1.98329], [-0.72342, -3.40024, 0.89961], [-1.23797, -2.25401, 0.23189], [-1.03348, -1.04554, 0.87946], [0.36034, -0.76821, 0.80813], [0.72315, 0.52101, 1.09361], [2.18019, 0.75501, 1.35852], [2.51225, 1.52632, 2.24640], [3.08567, 0.08715, 0.61157], [2.83812, -0.60604, -0.63153], [3.44010, 0.20632, -1.79400], [4.85008, 0.49397, -1.62708], [5.72310, -0.62724, -1.89878], [5.07822, 1.12992, -0.34326], [4.49703, 0.33600, 0.83678], [-0.14380, 1.52372, 1.21753], [-1.61364, 1.37691, 0.95330], [-2.11446, 2.56524, 0.15370], [-2.20705, 3.91462, 0.80092], [-3.45565, 3.17548, 0.43031], [-1.87116, 0.05365, 0.21213], [-3.36005, -0.30707, 0.20045], [-3.77429, -1.16601, -0.99616], [-3.93583, -0.33050, -2.26750], [-4.92863, 0.66242, -2.14913], [-2.64726, -4.10702, 1.56132], [-1.26929, -4.84851, 2.39004], [-1.76131, -3.20330, 2.79408], [-0.61070, -4.14956, 0.11207], [0.26323, -3.17416, 1.31741], [-1.30670, -1.10989, 1.95103], [3.31338, -1.59247, -0.57936], [1.77244, -0.74812, -0.78712], [2.91579, 1.16592, -1.85648], [3.29542, -0.33009, -2.73367], [5.60323, -1.47830, -1.21415], [6.75523, -0.28378, -1.83984], [5.53509, -0.97528, -2.91399], [4.59553, 2.11183, -0.37224], [6.15073, 1.27514, -0.20395], [5.01064, -0.62545, 0.94249], [4.59492, 0.90330, 1.76285], [0.22825, 2.49769, 1.48825], [-2.14553, 1.35877, 1.91424], [-1.79394, 2.54861, -0.88103], [-1.92694, 4.78296, 0.22481], [-1.95893, 3.99175, 1.84866], [-4.04899, 2.76638, 1.23470], [-4.04187, 3.52329, -0.40608], [-1.50635, 0.14864, -0.81482], [-3.94064, 0.61549, 0.16395], [-3.60384, -0.82898, 1.12851], [-3.03382, -1.94535, -1.16681], [-4.73205, -1.64672, -0.77477], [-4.16097, -0.99441, -3.11569], [-3.01578, 0.21131, -2.49334], [-5.75504, 0.23863, -1.89126]]}

=====

2.
{"formula": "C33H54ClF7IN3O7PS", "method": "ωB97M-V with the def2-TZVPD basis set", "orbital_gap_ev": 8.6, "spin_multiplicity": 1, "largest_force_ev_per_a": 1.6, "total_energy_ev": -113660.3394, "e_above_lowest_kcal_mol": 0.00, "e_homo_ev": -11.4446, "charge": 1, "elements": ["C", "C", "C", "O", "O", "C", "C", "C", "C", "C", "C", "N", "C", "C", "I", "C", "C", "C", "S", "C", "N", "C", "C", "Cl", "C", "N", "C", "C", "C", "F", "F", "C", "F", "F", "C", "F", "F", "F", "C", "P", "C", "O", "H", "H", "H", "H", "H", "H", "H", "H", "H", "H", "H", "H", "H", "H", "H", "H", "H", "H", "H", "H", "H", "H", "H", "H", "H", "H", "H", "H", "H", "H", "H", "H", "H", "H", "H", "H", "H", "H", "H", "H", "H", "H", "O", "C", "O", "C", "C", "C", "H", "H", "H", "H", "H", "H", "O", "C", "O", "C", "C", "C", "H", "H", "H", "H", "H", "H"], "coordinates": [[6.96415, -0.47235, 1.40636], [5.79548, 0.00104, 0.96929], [5.58495, 1.44659, 0.81915], [6.35854, 2.29133, 1.20214], [4.39293, 1.79934, 0.26832], [4.16543, 1.37216, -1.07922], [3.48453, 2.50212, -1.80196], [2.14884, 2.85498, -1.16148], [1.07332, 1.79527, -1.43665], [-0.11288, 2.29492, -2.25674], [-1.43741, 2.52510, -1.55045], [-2.18617, 1.42901, -0.78676], [-2.57187, 0.27612, -1.70935], [-4.10797, 0.24447, -1.84265], [-4.70282, 2.02135, -2.97014], [-4.99412, 0.17910, -0.58757], [-5.72382, -1.14314, -0.37643], [-1.76393, -1.04346, -1.59868], [-2.82167, -2.53749, -1.74362], [-0.83663, -1.08814, -2.86645], [-0.31499, -2.38942, -3.23091], [1.10481, -2.39319, -3.61272], [-1.04363, -1.33385, -0.25495], [0.70288, -1.59720, -0.47546], [-1.48706, -0.45755, 0.97098], [-2.75593, -1.14329, 1.25764], [-3.53256, -1.25290, 2.47607], [-4.19497, -0.02407, 3.11094], [-0.57529, -0.81690, 2.21526], [-1.14334, -0.26106, 3.31206], [-0.75778, -2.15298, 2.34700], [1.00711, -0.68058, 2.42233], [1.65313, 0.09832, 1.56139], [1.54993, -1.90584, 2.31271], [1.40809, -0.25628, 3.87816], [0.98333, -1.15822, 4.74591], [0.97269, 0.94058, 4.23468], [2.73639, -0.22865, 3.90703], [-1.87639, 1.08895, 0.68916], [-1.26632, 2.72221, 1.47811], [-1.94206, 2.70058, 3.15066], [0.31875, 2.61861, 1.75821], [7.11066, -1.52734, 1.55999], [7.79354, 0.17812, 1.62497], [4.99145, -0.68183, 0.74917], [3.56644, 0.46136, -1.09685], [5.10738, 1.14754, -1.57085], [3.36927, 2.20453, -2.84261], [4.14534, 3.36287, -1.80401], [2.34808, 2.95401, -0.10139], [1.82957, 3.80992, -1.56958], [1.54001, 0.99476, -1.99664], [0.71510, 1.33107, -0.53040], [-0.28602, 1.70229, -3.14629], [0.14638, 3.27632, -2.64449], [-2.14130, 2.75159, -2.34289], [-1.43091, 3.43618, -0.97225], [-3.09037, 1.89905, -0.70530], [-2.28223, 0.65369, -2.68012], [-4.40545, -0.52421, -2.53477], [-4.46147, 0.42000, 0.32419], [-5.77712, 0.91943, -0.67683], [-6.34512, -1.38890, -1.22933], [-5.05924, -1.95749, -0.12724], [-6.39103, -1.00640, 0.46883], [-3.43719, -2.35143, -2.91136], [-0.03069, -0.37200, -2.78699], [-1.48605, -0.73717, -3.66944], [-0.79913, -2.70577, -4.05736], [1.73921, -2.58021, -2.75486], [1.26301, -3.19926, -4.31820], [1.42100, -1.46877, -4.09604], [-1.35241, -2.31677, 0.05500], [-3.22600, -1.49496, 0.44512], [-2.98430, -1.75637, 3.26513], [-4.32506, -1.95846, 2.25288], [-5.08561, -0.35448, 3.63271], [-4.50810, 0.73987, 2.40660], [-3.55652, 0.40326, 3.87084], [-2.84175, 1.16915, 1.16706], [-1.28951, 2.23059, 3.86840], [-2.95166, 2.31941, 3.17667], [-1.99363, 3.75579, 3.39982], [0.77958, 3.35115, 1.33970], [4.20635, 6.21005, 6.35399], [4.34529, 5.47622, 5.42459], [5.20214, 4.42785, 5.44284], [5.23660, 3.78208, 4.15798], [3.92037, 4.15688, 3.48649], [3.66190, 5.54763, 4.06721], [6.10002, 4.15126, 3.60294], [5.34994, 2.71161, 4.30831], [3.97751, 4.12032, 2.39952], [3.13424, 3.47383, 3.80760], [4.14181, 6.33571, 3.48546], [2.60747, 5.77730, 4.18996], [-0.60340, -6.14962, -6.54334], [-1.00605, -6.38253, -5.44703], [-1.24759, -5.39061, -4.54509], [-1.62510, -5.95172, -3.27680], [-2.14609, -7.35023, -3.58780], [-1.29934, -7.72893, -4.80629], [-0.74310, -5.97357, -2.63349], [-2.37177, -5.30534, -2.82393], [-2.06037, -8.03422, -2.74711], [-3.19671, -7.29949, -3.87521], [-0.35011, -8.18614, -4.52463], [-1.81775, -8.37395, -5.50848]]}

=====

3.
{"formula": "C27H25BF4N5O2S4Sc", "method": "ωB97M-V with the def2-TZVPD basis set", "orbital_gap_ev": 7.3, "spin_multiplicity": 1, "largest_force_ev_per_a": 1.3, "total_energy_ev": -115551.8074, "e_above_lowest_kcal_mol": 2.66, "e_homo_ev": -7.5525, "elements": ["Sc", "O", "C", "C", "C", "C", "C", "C", "C", "O", "N", "N", "C", "S", "C", "C", "S", "H", "H", "H", "H", "H", "H", "H", "H", "H", "C", "C", "C", "C", "C", "C", "C", "C", "C", "S", "C", "N", "H", "H", "H", "H", "H", "H", "H", "H", "F", "B", "F", "F", "F", "N", "C", "S", "N", "C", "C", "C", "C", "C", "C", "H", "H", "H", "H", "H", "H", "H", "H"], "coordinates": [[-0.18911, 1.10922, -1.00217], [-2.43419, -1.30306, 3.46554], [-1.10344, -1.38546, 3.64241], [-0.64745, -2.09877, 4.75173], [0.70421, -2.23123, 4.98857], [1.63934, -1.65999, 4.12527], [1.18935, -0.95214, 3.03071], [-0.17331, -0.79419, 2.76935], [-0.57180, -0.05173, 1.55819], [0.36016, 0.41492, 0.77088], [-1.83695, 0.04480, 1.29018], [-2.09537, 0.69412, 0.06510], [-3.35519, 0.92343, -0.09163], [-4.50576, 0.45548, 1.13793], [-5.96023, 0.80382, 0.12722], [-5.63050, 2.00356, -0.73055], [-4.01860, 1.71691, -1.49852], [-2.58166, -0.80902, 2.62548], [-1.38445, -2.54068, 5.40904], [1.03804, -2.79171, 5.85331], [2.69895, -1.77065, 4.30606], [1.88736, -0.50351, 2.34011], [-6.79399, 0.99829, 0.80103], [-6.18674, -0.06933, -0.48421], [-5.57257, 2.91046, -0.12897], [-6.35150, 2.14860, -1.53452], [0.88517, -2.15624, -0.62947], [0.04431, -2.03659, -1.86727], [-0.25679, -3.23285, -2.56170], [-0.98714, -3.18452, -3.70074], [-1.42343, -1.93946, -4.20488], [-2.14772, -1.85688, -5.41665], [-2.53034, -0.63482, -5.87975], [-2.20712, 0.52774, -5.15395], [-1.51007, 0.49447, -3.96766], [-1.15781, 2.00321, -3.13487], [-1.10440, -0.78089, -3.47171], [-0.39189, -0.85971, -2.28132], [1.53164, -3.02893, -0.71781], [0.25874, -2.30205, 0.25396], [1.50872, -1.28345, -0.45948], [0.11153, -4.16873, -2.16424], [-1.23186, -4.08942, -4.24521], [-2.37958, -2.76746, -5.95460], [-3.08135, -0.54850, -6.80717], [-2.51123, 1.49538, -5.53270], [-0.14468, 2.98411, -0.32939], [-0.04332, 3.92642, 0.90445], [0.40465, 5.11178, 0.36532], [0.89796, 3.34662, 1.73579], [-1.29875, 3.95555, 1.42388], [2.65460, 3.66365, -0.84521], [2.86133, 2.36334, -0.62541], [2.35962, 1.25601, -1.84430], [3.46322, 2.07370, 0.53452], [3.98690, 0.86631, 1.06191], [4.29940, 0.89135, 2.41860], [4.86012, -0.21643, 3.02809], [5.10332, -1.36825, 2.29164], [4.80003, -1.38054, 0.93921], [4.25409, -0.26825, 0.31005], [2.04334, 3.90039, -1.61142], [2.68190, 4.33252, -0.08915], [3.50707, 2.84243, 1.18909], [4.09308, 1.78220, 3.00173], [5.09912, -0.17861, 4.08290], [5.53099, -2.24113, 2.76609], [5.00056, -2.26534, 0.34850], [4.04151, -0.29025, -0.74721]]}